DFT (ωB97M-V/def2-TZVPD) results for a structure of composition C46H29Cl2I2N4O2Se3TeTi.

Geometry (Å):
Ti: -0.068 0.688 0.439
C: 0.496 -0.770 -6.418
C: -0.322 0.335 -6.593
C: -0.575 1.201 -5.537
C: -0.018 0.982 -4.280
C: 0.799 -0.140 -4.116
C: 1.055 -1.003 -5.171
C: -0.331 1.852 -3.045
C: -1.519 1.272 -2.349
C: -2.779 1.223 -2.949
C: -3.665 0.779 -1.990
C: -2.915 0.534 -0.836
N: -1.568 0.822 -1.067
C: -3.453 -0.003 0.348
C: -2.702 -0.600 1.317
C: -3.202 -1.257 2.484
C: -2.169 -1.918 3.053
C: -1.008 -1.658 2.241
C: 0.230 -2.261 2.417
C: 0.389 -3.313 3.452
C: -0.340 -4.500 3.378
C: -0.197 -5.487 4.344
C: 0.685 -5.305 5.401
C: 1.419 -4.130 5.483
C: 1.271 -3.143 4.519
C: 1.320 -1.910 1.630
N: 1.395 -0.807 0.822
C: 2.733 -0.754 0.408
C: 3.298 0.294 -0.269
C: 4.776 0.343 -0.420
C: 5.612 0.456 0.687
C: 6.991 0.489 0.528
C: 7.549 0.398 -0.739
C: 6.722 0.281 -1.849
C: 5.345 0.262 -1.691
C: 2.528 1.278 -0.901
C: 3.020 2.354 -1.648
C: 1.993 2.771 -2.470
C: 0.896 1.949 -2.199
N: 1.176 1.059 -1.217
C: 3.435 -1.903 0.883
C: 2.571 -2.622 1.634
N: -1.317 -0.792 1.225
C: -4.928 0.072 0.514
C: -5.721 -1.070 0.562
C: -7.097 -0.966 0.723
C: -7.691 0.282 0.840
C: -6.905 1.426 0.788
C: -5.533 1.324 0.620
H: 0.695 -1.443 -7.244
H: -0.765 0.537 -7.561
H: -1.201 2.067 -5.699
H: 1.232 -0.344 -3.146
H: 1.695 -1.863 -5.011
H: -3.001 1.547 -3.953
H: -4.729 0.634 -2.085
H: -4.228 -1.227 2.813
H: -2.177 -2.534 3.937
H: -1.024 -4.642 2.551
H: -0.772 -6.402 4.267
H: 0.798 -6.073 6.155
H: 2.105 -3.974 6.307
H: 1.839 -2.221 4.589
H: 5.173 0.539 1.675
H: 7.626 0.592 1.398
H: 8.625 0.424 -0.864
H: 7.150 0.210 -2.841
H: 4.695 0.182 -2.553
H: 4.028 2.733 -1.610
H: 2.010 3.562 -3.200
H: 4.469 -2.116 0.667
H: 2.746 -3.545 2.162
H: -5.252 -2.041 0.461
H: -7.705 -1.863 0.751
H: -8.764 0.364 0.965
H: -7.361 2.404 0.876
H: -4.915 2.212 0.571
Se: 3.143 0.324 3.416
Se: 4.253 1.862 4.526
Te: 1.373 3.801 3.379
Se: 1.060 1.443 2.771
Cl: -2.932 4.385 -0.351
C: -1.923 4.206 1.093
Cl: -2.893 4.248 2.571
C: -1.165 2.897 0.950
O: -1.554 1.841 1.510
O: -0.159 2.860 0.209
H: -1.212 5.025 1.128
I: -0.877 3.909 -3.676
I: -1.789 7.067 -4.888

Its multiplicity is 2. The energy is -325930.03383 eV. For the LUMO energy (alpha / beta), the calculation gives 0.1069 / 0.0813 hartree. As for the expectation value of S²: 0.76. The highest occupied orbital energy (alpha / beta) is -2.00 / -2.00 eV. For the frontier orbital gap (alpha / beta), the calculation gives 4.912 / 4.209 eV. The net charge is -2.

***

DFT (ωB97M-V/def2-TZVPD) results for a structure of composition C46H31BrF4INiPSSb in a non-equilibrium geometry.

Geometry (Å):
Ni: 0.627 -0.272 0.696
F: 6.141 0.027 5.024
C: 4.904 -0.116 4.586
C: 3.840 -0.028 5.468
F: 4.063 0.180 6.754
C: 2.546 -0.171 4.998
F: 1.562 -0.124 5.889
C: 2.272 -0.386 3.651
P: 0.553 -0.506 2.998
C: 0.051 -2.066 3.795
C: 0.435 -3.238 3.142
C: 0.165 -4.473 3.706
C: -0.524 -4.546 4.909
C: -0.916 -3.383 5.554
C: -0.621 -2.141 5.011
C: -0.343 0.842 3.814
C: 0.292 2.039 4.135
C: -0.439 3.094 4.654
C: -1.810 2.974 4.825
C: -2.455 1.803 4.457
C: -1.726 0.741 3.946
C: 3.365 -0.531 2.796
Br: 3.119 -1.003 0.982
C: 4.663 -0.386 3.250
F: 5.688 -0.518 2.417
H: 0.951 -3.182 2.189
H: 0.491 -5.378 3.212
H: -0.756 -5.510 5.341
H: -1.450 -3.437 6.494
H: -0.894 -1.239 5.541
H: 1.358 2.153 3.980
H: 0.065 4.013 4.923
H: -2.377 3.797 5.239
H: -3.528 1.713 4.566
H: -2.231 -0.169 3.639
I: -1.135 -2.005 0.039
C: -2.626 -0.496 0.354
C: -3.936 -0.862 0.295
C: -4.921 0.131 0.466
C: -4.558 1.430 0.679
C: -3.196 1.808 0.747
C: -2.810 3.147 0.976
C: -1.492 3.496 1.025
C: -0.489 2.514 0.862
C: -0.810 1.198 0.671
C: -2.175 0.821 0.589
H: -4.223 -1.891 0.122
H: -5.964 -0.151 0.419
H: -5.312 2.199 0.800
H: -3.587 3.892 1.104
H: -1.205 4.526 1.196
H: 0.549 2.833 0.891
S: 1.358 0.444 -1.472
Sb: 0.806 -0.058 -3.654
C: 2.082 1.368 -4.589
C: 1.837 2.691 -4.233
C: 2.705 3.684 -4.660
C: 3.812 3.354 -5.429
C: 4.050 2.035 -5.783
C: 3.184 1.034 -5.363
C: 1.112 -2.134 -4.085
C: 0.279 -3.034 -3.433
C: 0.463 -4.396 -3.623
C: 1.474 -4.851 -4.457
C: 2.299 -3.946 -5.108
C: 2.122 -2.582 -4.926
C: -1.208 0.450 -4.141
C: -2.264 -0.132 -3.453
C: -3.564 0.228 -3.773
C: -3.802 1.164 -4.770
C: -2.742 1.746 -5.449
C: -1.437 1.391 -5.137
H: 0.984 2.944 -3.615
H: 2.520 4.712 -4.380
H: 4.496 4.128 -5.751
H: 4.911 1.777 -6.384
H: 3.383 0.010 -5.644
H: -0.509 -2.687 -2.775
H: -0.187 -5.098 -3.117
H: 1.621 -5.913 -4.600
H: 3.086 -4.300 -5.761
H: 2.768 -1.889 -5.446
H: -2.086 -0.850 -2.661
H: -4.391 -0.220 -3.237
H: -4.818 1.442 -5.019
H: -2.927 2.481 -6.222
H: -0.609 1.846 -5.669

Its multiplicity is 3. The energy is -204915.83923 eV. For the LUMO energy (alpha / beta), the calculation gives -0.0787 / -0.1137 hartree. As for the expectation value of S²: 2.01. The highest occupied orbital energy (alpha / beta) is -9.76 / -10.02 eV. For the frontier orbital gap (alpha / beta), the calculation gives 7.621 / 6.925 eV. The net charge is +1.

***

DFT (ωB97M-V/def2-TZVPD) results for a structure of composition C46H31BrN8O4S2Tl.

Geometry (Å):
Tl: -0.716 0.223 0.223
C: -0.281 -3.948 2.265
C: -1.452 -4.614 1.936
C: -2.444 -3.936 1.250
C: -2.246 -2.606 0.898
N: -1.105 -1.978 1.206
C: -0.152 -2.631 1.874
C: -3.298 -1.815 0.187
C: -4.412 -2.406 -0.393
C: -5.336 -1.598 -1.036
C: -5.132 -0.230 -1.076
C: -3.989 0.279 -0.482
N: -3.102 -0.499 0.131
H: 0.515 -4.434 2.810
H: -1.595 -5.649 2.217
H: -3.369 -4.435 1.006
H: 0.746 -2.067 2.095
H: -4.553 -3.476 -0.373
H: -6.203 -2.038 -1.511
H: -5.828 0.433 -1.570
H: -3.760 1.338 -0.516
S: 1.317 -4.052 -3.384
C: 2.167 -5.274 -4.214
C: 3.483 -5.308 -3.863
C: 3.805 -4.327 -2.892
C: 2.727 -3.569 -2.524
C: 2.696 -2.458 -1.567
C: 1.480 -2.038 -0.998
N: 1.381 -1.023 -0.167
C: 2.487 -0.349 0.189
C: 3.752 -0.695 -0.297
C: 4.895 0.073 0.116
C: 4.757 1.126 0.945
C: 3.464 1.520 1.439
C: 3.276 2.650 2.249
C: 2.014 2.999 2.678
C: 0.953 2.174 2.260
N: 1.102 1.112 1.494
C: 2.340 0.778 1.073
C: 1.740 4.176 3.504
C: 2.631 5.105 3.964
C: 2.012 6.147 4.697
C: 0.663 5.989 4.783
S: 0.135 4.585 3.976
C: 3.831 -1.764 -1.199
H: 1.654 -5.899 -4.927
H: 4.194 -6.006 -4.278
H: 4.794 -4.206 -2.473
H: 0.553 -2.546 -1.243
H: 5.871 -0.209 -0.259
H: 5.620 1.706 1.247
H: 4.137 3.248 2.523
H: -0.060 2.419 2.546
H: 3.694 5.066 3.773
H: 2.544 6.980 5.132
H: -0.053 6.631 5.269
H: 4.793 -2.024 -1.624
Br: -3.774 2.345 6.311
C: -3.016 1.761 4.699
C: -3.278 2.430 3.518
C: -2.673 1.968 2.362
N: -1.842 0.925 2.337
C: -1.609 0.281 3.487
C: -2.173 0.657 4.689
H: -3.912 3.303 3.470
H: -2.841 2.468 1.422
H: -0.928 -0.559 3.447
H: -1.949 0.113 5.595
O: -2.378 -2.488 -3.294
C: -1.486 -2.068 -4.217
C: -1.496 -2.715 -5.452
C: -0.597 -2.349 -6.432
C: 0.329 -1.329 -6.212
C: 0.337 -0.686 -4.995
C: -0.560 -1.040 -3.980
C: -0.446 -0.361 -2.673
O: 0.380 0.530 -2.466
O: -1.230 -0.792 -1.721
H: -2.221 -1.959 -2.489
H: -2.221 -3.502 -5.615
H: -0.617 -2.861 -7.386
H: 1.029 -1.047 -6.986
H: 1.043 0.108 -4.788
N: 0.869 2.972 -1.054
C: -0.290 3.223 -0.395
O: -1.197 2.290 -0.352
C: -0.469 4.454 0.243
C: -1.670 4.773 0.922
N: -2.647 5.017 1.485
C: 0.596 5.392 0.210
N: 1.515 6.089 0.218
H: 1.469 3.762 -1.242
H: 0.822 2.243 -1.757

For the energy above the lowest of the compared OMol25 structures with the same formula, charge and spin, the calculation gives 0.055 eV. Its multiplicity is 1. The energy is -164719.81168 eV. For the LUMO energy, the calculation gives -0.1241 hartree. The highest occupied orbital energy is -10.17 eV. For the frontier orbital gap, the calculation gives 6.789 eV. The net charge is +1.

***

DFT (ωB97M-V/def2-TZVPD) results for a structure of composition C46H33BN13W.

Geometry (Å):
W: 0.267 0.243 -0.343
C: 3.419 3.448 3.696
C: 3.021 4.685 3.030
C: 2.664 4.690 1.750
C: 2.632 3.446 0.901
C: 1.195 2.590 -0.999
N: 2.421 0.660 -0.289
C: 2.804 0.972 1.087
N: 2.987 -0.166 1.894
C: 1.938 -0.703 2.335
C: 1.900 -1.762 3.357
C: 2.894 -2.398 4.067
C: 2.490 -3.355 4.994
C: 1.142 -3.650 5.195
C: 0.148 -3.001 4.471
C: 0.562 -2.053 3.556
C: -0.180 -1.241 2.584
N: -1.485 -1.500 2.394
C: -2.131 -1.199 1.320
N: -1.728 -0.533 0.166
C: -2.872 -0.470 -0.664
N: -3.120 0.182 -1.745
C: -2.306 1.165 -2.190
N: -1.268 1.602 -1.541
C: -0.636 2.590 -2.343
N: 0.530 3.042 -2.149
C: -1.496 2.837 -3.520
C: -1.384 3.700 -4.586
C: -2.353 3.606 -5.584
C: -3.384 2.674 -5.506
C: -3.489 1.803 -4.424
C: -2.530 1.910 -3.439
C: -3.956 -1.253 -0.058
C: -5.230 -1.533 -0.512
C: -6.054 -2.254 0.344
C: -5.614 -2.655 1.607
C: -4.333 -2.355 2.053
C: -3.522 -1.649 1.185
N: 0.591 -0.409 1.921
C: 2.943 2.175 1.664
C: 3.379 2.277 3.055
H: 3.763 3.493 4.720
H: 3.034 5.610 3.591
H: 2.390 5.612 1.250
H: 3.938 -2.168 3.904
H: 3.236 -3.885 5.572
H: 0.868 -4.399 5.926
H: -0.901 -3.224 4.614
H: -0.576 4.417 -4.646
H: -2.304 4.267 -6.438
H: -4.116 2.626 -6.301
H: -4.283 1.073 -4.357
H: -5.561 -1.202 -1.487
H: -7.059 -2.506 0.033
H: -6.287 -3.209 2.247
H: -3.979 -2.654 3.030
H: 3.691 1.371 3.554
B: 3.273 -0.548 -0.955
N: 2.410 1.801 -1.211
C: 3.585 2.629 -1.185
C: 3.679 3.512 -0.206
C: 1.227 3.315 0.266
N: 0.457 2.092 0.241
N: 2.511 -1.829 -0.499
C: 2.939 -3.087 -0.402
C: 1.883 -3.889 0.011
C: 0.820 -3.011 0.166
N: 1.212 -1.773 -0.156
H: 4.392 -0.552 -0.523
H: 3.188 -0.422 -2.144
H: 4.301 2.479 -1.982
H: 4.508 4.202 -0.111
H: 0.593 4.194 0.358
H: 3.966 -3.329 -0.613
H: 1.891 -4.950 0.188
H: -0.189 -3.208 0.495
C: 1.986 1.100 -4.281
C: 0.717 0.312 -4.431
C: 0.167 0.227 -5.704
C: -0.924 -0.574 -5.983
C: -1.450 -1.369 -4.979
C: -0.946 -1.320 -3.689
C: -1.521 -2.275 -2.678
C: 0.095 -0.406 -3.390
N: 0.355 -0.194 -2.035
H: 2.742 0.662 -4.936
H: 2.361 1.083 -3.268
H: 1.840 2.136 -4.590
H: 0.633 0.800 -6.497
H: -1.335 -0.611 -6.983
H: -2.262 -2.052 -5.196
H: -1.387 -3.298 -3.035
H: -2.595 -2.118 -2.554
H: -1.035 -2.201 -1.713

For the energy above the lowest of the compared OMol25 structures with the same formula, charge and spin, the calculation gives 6.136 eV. Its multiplicity is 1. The energy is -70104.66869 eV. For the LUMO energy, the calculation gives -0.1640 hartree. The highest occupied orbital energy is -9.97 eV. For the frontier orbital gap, the calculation gives 5.508 eV. The net charge is +1.

***

Number 2 is which compound? C46H31BrF4INiPSSb